# C36H35N9P2Zr

A molecular structure, C36H35N9P2Zr (ωB97M-V/def2-TZVPD, the OMol25 dataset).

Geometry (Å):
Zr 0.74 -0.75 0.45
N 3.48 -1.32 -0.59
C 3.46 -2.03 0.62
N 4.29 -2.98 0.89
C 4.16 -3.61 2.09
N 5.01 -4.55 2.40
N 3.14 -3.29 2.94
C 2.33 -2.36 2.58
N 2.44 -1.64 1.42
C 1.14 -2.00 3.39
C 1.06 -2.27 4.75
C -0.09 -1.87 5.44
C -1.12 -1.27 4.72
C -0.96 -1.06 3.36
N 0.15 -1.39 2.69
H 4.05 -1.83 -1.28
H 3.97 -0.42 -0.46
H 5.77 -4.77 1.77
H 4.95 -5.05 3.28
H 1.87 -2.76 5.25
H -0.17 -2.04 6.50
H -2.03 -0.97 5.22
H -1.77 -0.62 2.77
C -2.87 -0.16 -0.28
N -1.81 0.82 -0.64
P -0.65 0.02 -1.70
C 0.32 1.37 -2.43
C 1.70 1.15 -2.47
C 2.52 2.04 -3.16
C 1.96 3.15 -3.78
C 0.59 3.38 -3.72
C -0.24 2.49 -3.05
C -1.69 -0.58 -3.07
C -1.30 -1.75 -3.72
C -2.03 -2.19 -4.81
C -3.14 -1.48 -5.24
C -3.52 -0.31 -4.59
C -2.79 0.15 -3.51
P -1.00 1.23 0.87
C -2.17 2.34 1.70
C -1.82 2.72 3.00
C -2.62 3.62 3.68
C -3.77 4.11 3.09
C -4.13 3.72 1.81
C -3.33 2.83 1.10
C 0.39 2.33 0.37
C 1.68 1.86 0.66
C 2.79 2.67 0.41
C 2.61 3.95 -0.11
C 1.33 4.42 -0.37
C 0.22 3.62 -0.13
H -3.53 -0.32 -1.13
H -3.47 0.24 0.54
H -2.45 -1.14 0.03
H 2.11 0.25 -1.99
H 3.58 1.86 -3.23
H 2.59 3.83 -4.32
H 0.16 4.24 -4.21
H -1.30 2.65 -3.01
H -0.43 -2.30 -3.38
H -1.74 -3.10 -5.33
H -3.72 -1.83 -6.08
H -4.38 0.24 -4.93
H -3.09 1.06 -3.00
H -0.93 2.32 3.46
H -2.35 3.93 4.68
H -4.41 4.80 3.63
H -5.03 4.10 1.35
H -3.61 2.53 0.10
H 1.81 0.90 1.23
H 3.78 2.34 0.66
H 3.47 4.58 -0.26
H 1.19 5.43 -0.73
H -0.78 4.00 -0.32
N -0.72 -3.78 0.53
C -0.57 -4.93 -0.13
C 0.34 -4.72 -1.15
C 0.71 -3.38 -1.03
N 0.05 -2.80 0.00
H -1.34 -3.62 1.32
H -1.10 -5.83 0.13
H 0.69 -5.44 -1.87
H 1.40 -2.83 -1.66

Calculated values
- Gap between HOMO and LUMO: 0.208 Ha
- ΔE to the lowest compared entry with this formula, charge and spin: 186.5 kJ/mol
- Net charge: +4
- M: 746.91 g mol⁻¹